Below is a molecular structure, C4H6LiNaO2, with properties calculated with ωB97M-V/def2-TZVPD.

The geometry in XYZ format:
```
14
Properties=species:S:1:pos:R:3:mulliken_charge:R:1
Na -0.60 -1.10 1.13 0.688
O -1.85 0.16 -0.22 -0.876
O 0.95 0.47 -1.75 -0.512
C -1.47 1.22 0.51 -0.205
C 1.80 -1.31 -0.38 -1.022
C -1.64 1.21 1.88 -0.941
C 1.01 -0.83 -1.35 0.262
Li -0.92 1.19 -1.40 0.812
H 1.82 -2.38 -0.20 0.387
H 1.63 1.00 -1.31 0.285
H 2.48 -0.67 0.18 0.260
H -1.30 2.04 2.50 0.237
H 0.35 -1.45 -1.96 0.329
H -2.26 0.44 2.38 0.297
```

The value obtained for the LUMO energy is -0.4 eV. The orbital gap comes out at 5.2280 eV. The value obtained for the total energy is -12959.771 eV.



Below is 6 unconnected molecules or ions with the total composition C51H64BF4N9O, with properties calculated with ωB97M-V/def2-TZVPD.

The geometry in XYZ format:
```
130
Properties=species:S:1:pos:R:3:mulliken_charge:R:1
F -1.14 0.19 -0.18 -0.374
F -1.08 1.63 -1.96 -0.315
F 0.94 0.95 -0.93 -0.403
F -0.25 -0.51 -2.18 -0.355
O -1.58 4.64 -0.29 -0.422
N -6.46 -5.64 8.48 -0.012
N 3.62 -1.03 -0.32 0.189
N -2.56 2.64 0.41 0.158
N -2.55 -2.53 3.59 0.231
N 2.73 12.26 -1.80 0.048
N -0.70 -8.52 -2.66 0.018
N -4.59 -2.94 -0.98 0.157
N 0.90 5.54 -2.67 0.140
N 9.60 -0.60 -3.89 0.030
C -3.97 4.66 -0.18 -1.349
C -7.04 -5.11 7.39 -0.210
C 2.18 5.83 -2.40 -0.151
C -4.29 -5.25 -1.26 -0.742
C 0.48 4.10 -2.78 -1.275
C -7.29 -6.43 9.45 -0.873
C 2.38 -1.49 0.34 -1.139
C -4.05 -3.65 5.60 0.760
C -1.77 2.49 1.69 -0.645
C -5.15 -5.50 8.70 -0.295
C 0.34 7.83 -2.67 -0.793
C -2.92 -5.09 -1.42 1.325
C 1.98 9.64 -2.18 0.641
C -0.96 -6.14 -2.62 -0.750
C -1.71 -1.85 2.55 -1.124
C -2.55 -7.57 -1.57 -0.633
C -2.61 4.10 -0.08 0.754
C -4.37 -4.84 7.76 -0.700
C -2.41 -3.78 -1.30 -0.815
C -4.93 -4.34 6.59 0.816
C 3.48 11.45 -2.57 -0.245
C -0.02 6.52 -2.81 -0.161
C 2.58 7.15 -2.31 -0.721
C -3.26 -2.74 -0.97 -0.628
C -6.30 -4.52 6.40 -0.786
C -5.50 -1.82 -0.67 -0.954
C 1.63 11.78 -1.18 -0.278
C 8.40 -0.12 -1.90 -0.776
C 3.08 10.16 -2.86 -0.711
C 4.79 -1.38 0.27 -0.293
C -3.70 -1.94 3.95 -0.205
C 0.12 -9.71 -3.01 -0.794
C -4.50 -2.53 4.91 -0.829
C 1.23 10.48 -1.37 -0.652
C 9.56 -0.09 -2.65 -0.278
C 5.96 -0.66 -1.68 0.906
C 1.66 8.19 -2.35 0.808
C 3.56 -0.52 -1.55 -0.113
C 4.72 -0.30 -2.26 -0.924
C 7.20 -0.52 -2.50 0.752
C -2.10 -3.65 4.19 -0.129
C 8.47 -1.03 -4.48 -0.381
C 10.90 -0.55 -4.62 -0.901
C -0.34 -7.29 -3.06 -0.232
C -5.12 -4.16 -1.17 -0.596
C -1.84 -8.68 -1.97 -0.517
C -2.80 -4.19 5.24 -0.737
C 7.28 -1.02 -3.80 -0.655
C 5.98 -1.14 -0.38 -0.717
C 3.32 13.56 -1.35 -0.853
C -2.10 -6.28 -1.83 1.192
B -0.36 0.59 -1.34 0.587
H 6.40 -1.50 -4.21 0.495
H 2.83 4.99 -2.20 0.494
H -3.45 -7.79 -1.01 0.366
H -2.09 -9.68 -1.63 0.492
H 0.98 -9.44 -3.62 0.287
H 2.89 13.92 -0.42 0.362
H 10.48 0.26 -2.20 0.449
H -4.61 4.27 -0.98 0.376
H 6.92 -1.43 0.07 0.553
H 3.16 14.24 -2.18 0.351
H 0.63 -7.20 -3.53 0.324
H 2.05 -0.66 0.96 0.369
H 2.58 -0.35 -1.98 0.538
H -1.36 -3.56 -1.42 0.493
H 10.65 -0.33 -5.66 0.401
H -1.02 6.16 -2.98 0.495
H -8.11 -5.27 7.34 0.456
H 11.51 0.25 -4.23 0.379
H 0.84 3.53 -1.93 0.447
H -1.15 -4.04 3.86 0.484
H -8.28 -5.99 9.46 0.381
H -6.19 -4.23 -1.06 0.432
H -5.47 -2.09 5.11 0.534
H 0.43 10.13 -0.74 0.487
H 3.74 9.62 -3.52 0.500
H 4.39 13.39 -1.20 0.359
H -4.02 -1.05 3.42 0.531
H -2.90 -1.74 -0.74 0.781
H 8.61 -1.45 -5.47 0.489
H -0.51 -10.44 -3.51 0.376
H -6.50 -1.98 -1.09 0.398
H -4.73 -6.24 -1.34 0.416
H 1.63 -1.59 -0.44 0.178
H -2.42 -5.05 5.77 0.536
H 4.43 11.86 -2.86 0.446
H -4.76 -5.98 9.58 0.463
H 1.20 12.47 -0.46 0.429
H -5.15 -0.91 -1.14 0.353
H -7.21 -7.49 9.21 0.347
H -0.40 8.61 -2.77 0.527
H -1.53 1.45 1.83 0.062
H 0.44 -10.15 -2.07 0.383
H -0.60 -5.18 -2.97 0.476
H 2.52 -2.39 0.94 0.491
H 4.80 0.25 -3.19 0.562
H -2.24 3.00 2.53 0.453
H -3.48 2.23 0.52 0.402
H -3.87 5.72 -0.43 0.392
H 3.60 7.41 -2.05 0.521
H -0.58 4.03 -2.95 0.264
H -2.06 2.10 -0.32 0.103
H -6.76 -4.15 5.49 0.509
H -5.55 -1.72 0.41 0.336
H 4.69 -1.86 1.23 0.463
H -6.84 -6.30 10.43 0.378
H -1.02 -2.55 2.10 0.362
H 8.36 0.25 -0.88 0.507
H 0.95 3.74 -3.70 0.476
H 11.40 -1.51 -4.61 0.335
H -3.38 -4.53 8.07 0.486
H -4.57 4.65 0.74 0.410
H -0.87 3.08 1.49 0.352
H -2.34 -1.63 1.69 0.303
H -1.28 -0.92 2.89 0.329
```

The value obtained for the LUMO energy is -16.0 eV. The orbital gap comes out at 7.5784 eV. The value obtained for the total energy is -80847.026 eV. The total charge is +8.



Below is 3 unconnected molecules or ions with the total composition C28H60BrFNO8S, with properties calculated with ωB97M-V/def2-TZVPD.

The geometry in XYZ format:
```
100
Properties=species:S:1:pos:R:3:mulliken_charge:R:1
Br -2.65 -3.43 -3.62 0.196
S 1.68 -4.82 -2.25 -0.076
F -4.83 -1.24 -2.53 -0.311
O 2.49 1.34 3.18 -0.364
O -6.53 -1.28 1.71 -0.309
O -0.05 -1.91 -5.14 -0.430
O 0.60 0.09 -4.03 -0.104
O 3.02 4.17 4.19 -0.482
O -4.28 0.71 2.30 -0.445
O 3.82 1.72 5.85 -0.287
O -7.13 1.17 3.35 -0.301
N -1.49 -2.21 -2.79 -0.058
C 1.12 1.20 2.87 -0.799
C -0.06 -2.64 -2.73 0.640
C 0.19 -3.86 -1.76 -0.939
C -3.82 -0.30 -2.50 -0.376
C 3.85 3.39 3.35 -0.364
C 3.08 2.83 6.32 -0.483
C 5.20 1.76 6.14 -0.844
C -0.44 -0.68 -4.57 -0.170
C 2.28 3.54 5.23 -0.224
C -4.62 -0.46 3.04 -0.244
C -5.27 -1.61 2.28 -0.432
C 3.01 1.56 -2.53 0.978
C 3.82 0.50 -3.33 -1.835
C -6.61 -1.49 0.31 -0.592
C -5.33 1.48 1.71 -0.085
C -1.49 -0.82 -3.39 -0.343
C 4.09 2.46 -1.76 -1.177
C -2.92 -0.31 -3.78 -0.823
C 0.44 -2.86 -4.18 -1.497
C 2.96 -0.47 -4.23 2.144
C 3.91 -1.01 -5.38 -1.773
C 1.73 0.21 -4.92 -1.314
C 2.84 -4.88 -0.82 -0.417
C -6.35 2.12 2.65 -0.604
C 4.15 -4.06 -1.05 -0.788
C 2.03 0.94 -1.45 -0.320
C -7.11 1.30 4.76 -0.845
C 3.17 2.35 2.46 -0.193
H 4.07 -0.15 -6.07 0.419
H -3.36 -0.84 -4.64 0.525
H 5.41 1.20 7.06 0.260
H -7.19 0.31 5.20 0.242
H 3.94 -3.00 -1.32 0.043
H 5.74 1.28 5.32 0.235
H 5.58 2.78 6.24 0.421
H -1.15 -0.15 -2.57 0.355
H -5.45 -2.42 3.00 0.388
H -0.95 -0.10 -5.36 0.562
H -2.80 0.75 -4.08 0.462
H 1.53 2.88 4.80 0.011
H -1.81 -2.12 -1.82 0.606
H 0.52 -1.79 -2.29 -0.124
H 2.12 1.51 -0.50 0.271
H 3.47 -1.87 -5.92 0.405
H -4.57 -2.00 1.54 0.250
H 3.96 1.84 1.88 0.212
H 2.30 -4.56 0.10 0.332
H 1.54 -2.95 -4.26 0.491
H 2.18 -0.15 -1.31 -0.116
H -3.67 -0.84 3.43 0.433
H -7.25 -0.71 -0.11 0.272
H 4.15 2.15 -0.70 0.129
H 5.10 2.23 -2.19 0.360
H -5.63 -1.41 -0.17 0.096
H -5.20 -0.19 3.93 0.061
H -3.19 -0.50 -1.59 0.141
H 2.36 2.45 7.06 0.382
H -4.82 2.30 1.19 0.450
H 2.62 -1.29 -3.56 -0.690
H 2.52 2.85 1.73 0.258
H 0.98 0.40 2.13 0.196
H 4.32 -0.15 -2.57 0.366
H 0.69 2.13 2.49 0.408
H 4.87 -1.27 -4.88 0.409
H -7.97 1.89 5.08 0.264
H 1.00 1.15 -1.81 -0.136
H 4.34 4.10 2.68 0.429
H 4.74 -4.04 -0.11 0.355
H 3.13 -5.94 -0.70 0.356
H 3.88 3.53 -1.90 0.339
H 4.81 -4.53 -1.81 0.309
H 1.72 4.34 5.71 0.437
H -5.85 2.81 3.33 0.341
H 1.96 1.30 -4.98 0.540
H 4.64 0.94 -3.95 0.372
H -0.72 -4.51 -1.73 0.281
H -5.82 0.90 0.92 -0.032
H -7.04 2.70 2.03 0.379
H 3.72 3.55 6.84 0.342
H -6.19 1.77 5.12 0.414
H -7.06 -2.46 0.10 0.300
H 4.66 2.95 3.93 0.126
H -4.30 0.68 -2.30 0.437
H 1.54 -0.12 -5.96 0.502
H 2.43 2.26 -3.17 0.311
H 0.28 -3.42 -0.74 0.541
H 0.59 0.93 3.78 0.299
H 0.05 -3.85 -4.51 0.663
```

The value obtained for the LUMO energy is -4.4 eV. The orbital gap comes out at 6.1703 eV. The value obtained for the total energy is -131461.076 eV. The total charge is +1.



Number 1: strongest force on any atom 0.72 eV Å⁻¹. Number 2: strongest force on any atom 1.70 eV Å⁻¹. Number 3: strongest force on any atom 2.21 eV Å⁻¹.